Entry 1:
DFT (ωB97M-V/def2-TZVPD) results for a 13-piece molecular cluster, C54H80O24S7 overall at a distorted geometry.

Element x y z (Å)
C1 3.631608 2.250150 -1.903040
C2 4.093586 0.807114 -1.620101
O1 4.197430 0.280028 -2.948127
S1 2.929943 0.798061 -3.866438
O2 1.806423 -0.146436 -3.990741
O3 3.369228 1.430314 -5.123735
O4 2.554763 1.986852 -2.735025
H1 4.430632 2.681007 -2.506398
H2 3.562195 3.007135 -1.121851
H3 3.417449 0.223487 -0.995344
H4 5.097423 0.743276 -1.200201
C3 -2.381055 -1.020894 8.575781
C4 -1.759807 -2.295410 8.016747
O5 -1.870228 -2.172131 6.527166
S2 -2.972043 -1.059593 6.046772
O6 -4.275783 -1.680224 5.995151
O7 -2.459581 -0.508838 4.856566
O8 -2.762487 -0.211233 7.457316
H5 -1.612048 -0.585866 9.214124
H6 -3.323789 -1.187235 9.097003
H7 -2.194345 -3.229270 8.373360
H8 -0.696954 -2.265500 8.256658
C5 -1.317069 -1.531165 -4.138761
C6 -2.038194 -1.178173 -5.447718
O9 -1.388165 -1.964945 -6.370465
S3 0.207069 -2.309516 -6.055197
O10 1.131813 -1.267200 -6.505942
O11 0.521855 -3.689421 -6.384399
O12 -0.134441 -2.176017 -4.486882
H9 -1.961958 -2.214585 -3.586364
H10 -1.249926 -0.713598 -3.421002
H11 -1.962836 -0.103122 -5.611110
H12 -3.093846 -1.437298 -5.366756
O13 -4.021059 2.533751 -5.845118
S4 -2.804020 3.235189 -6.219573
O14 -2.502752 4.562092 -5.697677
O15 -1.514946 2.174048 -5.919135
C7 -0.344212 2.763196 -5.359305
C8 -0.616839 2.738220 -3.894537
C9 -2.627258 3.192830 -8.107264
H13 -0.141408 3.737710 -5.803496
H14 0.450482 2.058211 -5.603370
H15 0.077948 3.399934 -3.377344
H16 -0.749445 1.710228 -3.557269
H17 -1.586735 3.204045 -3.720200
H18 -2.452581 2.136189 -8.310000
H19 -1.878483 3.865187 -8.526045
H20 -3.593488 3.396171 -8.568950
O16 1.215181 -7.496074 -3.338484
S5 -0.045047 -7.916324 -2.774291
O17 -0.153409 -9.229447 -2.065818
O18 -0.698320 -6.736118 -1.716114
C10 -0.902283 -5.390329 -2.162038
C11 -1.062781 -4.469578 -0.901767
C12 -1.411368 -7.826649 -4.094602
H21 -1.879664 -5.341180 -2.642046
H22 -0.151885 -5.061695 -2.881076
H23 -1.948635 -4.703054 -0.311129
H24 -1.074514 -3.409946 -1.157025
H25 -0.158712 -4.713799 -0.343991
H26 -1.630118 -6.781163 -4.311881
H27 -2.203141 -8.371787 -3.580775
H28 -1.129330 -8.337192 -5.015411
O19 -3.057603 2.705716 -1.772456
S6 -3.728889 1.395961 -1.884166
O20 -3.086785 0.163573 -2.359355
O21 -4.313376 1.126601 -0.378040
C13 -4.704971 -0.126985 -0.023708
C14 -5.361668 -0.145854 1.405185
C15 -5.319023 1.777981 -2.654396
H29 -3.973944 -0.933674 -0.078041
H30 -5.513273 -0.453259 -0.678143
H31 -6.129435 0.601252 1.606353
H32 -4.599155 0.117177 2.138326
H33 -5.867545 -1.065743 1.698423
H34 -5.145762 2.815413 -2.940418
H35 -6.141857 1.687202 -1.945305
H36 -5.584790 1.172336 -3.520803
O22 2.253386 6.793024 3.264528
S7 2.829989 7.656530 2.213367
O23 4.256178 7.724289 2.110969
O24 2.270496 7.108627 0.753739
C16 1.039942 6.271104 0.717627
C17 1.469840 4.815452 0.677064
C18 1.993775 9.301563 2.112289
H37 0.418725 6.654389 -0.091872
H38 0.526278 6.323749 1.677575
H39 2.360245 4.888505 0.052614
H40 0.620625 4.246264 0.298979
H41 1.871738 4.390282 1.596744
H42 1.809696 9.540924 1.064949
H43 2.590644 10.133363 2.486406
H44 1.042016 9.072531 2.591660
C19 -0.141372 0.768063 -0.833432
C20 -0.804244 1.484557 0.111695
C21 -1.124328 0.955852 1.365974
C22 -0.836316 -0.428414 1.609886
C23 -0.289350 -1.198402 0.549312
C24 0.128657 -0.566922 -0.671430
H45 0.336088 1.250500 -1.673483
H46 -1.023700 2.529339 -0.051625
H47 -1.512162 1.542195 2.185837
H48 -1.020118 -0.914019 2.556878
H49 0.043499 -2.223639 0.616431
H50 0.682614 -1.119570 -1.415815
C25 5.276263 -4.106920 -2.297866
C26 4.103581 -3.295875 -2.076815
C27 2.898335 -3.622935 -2.609230
C28 2.814050 -4.701784 -3.535131
C29 3.934682 -5.547542 -3.783265
C30 5.093610 -5.303844 -3.051734
H51 6.219158 -3.783119 -1.882537
H52 4.119412 -2.486263 -1.362209
H53 2.021491 -2.993496 -2.572416
H54 1.848808 -4.900843 -3.976800
H55 3.854972 -6.432951 -4.396536
H56 5.918725 -5.991227 -3.166168
C31 2.380210 2.335700 6.157613
C32 2.248068 3.680100 5.961472
C33 1.237454 4.094702 5.129066
C34 0.476200 3.148919 4.379814
C35 0.720650 1.803460 4.580272
C36 1.587136 1.414863 5.547520
H57 3.129592 1.843816 6.760010
H58 2.910112 4.397498 6.423473
H59 1.146230 5.153700 4.937749
H60 -0.201653 3.469999 3.602745
H61 0.207575 1.055658 3.993795
H62 1.810148 0.358272 5.530535
C37 -5.237321 5.241536 2.253523
C38 -4.565937 4.455164 1.353540
C39 -3.321318 4.881592 0.827741
C40 -2.752642 6.068843 1.413418
C41 -3.439038 6.871578 2.286451
C42 -4.734004 6.454281 2.752741
H63 -6.251347 4.990510 2.527627
H64 -5.026162 3.552510 0.979632
H65 -2.859434 4.337473 0.017183
H66 -1.786438 6.416205 1.078455
H67 -2.899632 7.657175 2.794647
H68 -5.313938 7.011604 3.473477
C43 0.174973 -5.197801 2.859915
C44 0.127024 -4.230500 3.815812
C45 1.061710 -4.145420 4.850670
C46 2.098798 -5.023487 4.921345
C47 2.078549 -6.094210 3.983431
C48 1.147704 -6.194860 2.944912
H69 -0.613517 -5.309246 2.130357
H70 -0.747482 -3.605507 3.710791
H71 0.926328 -3.411200 5.631063
H72 2.837909 -5.138734 5.700337
H73 2.704671 -6.935034 4.242995
H74 1.063357 -7.043990 2.282902
C49 5.428470 -3.741447 1.496825
C50 6.068676 -2.604408 1.039481
C51 5.237453 -1.510515 0.761998
C52 3.888265 -1.521097 1.130070
C53 3.397801 -2.583851 1.842231
C54 4.104552 -3.699167 1.965581
H75 6.007041 -4.613963 1.762099
H76 7.135467 -2.661724 0.881162
H77 5.817601 -0.676621 0.395332
H78 3.220738 -0.677096 1.038112
H79 2.384755 -2.509697 2.209147
H80 3.658759 -4.419041 2.635995

Forces on atoms 1 to 6 (eV/Å):
C 2.59 -1.00 -0.23
C 0.66 0.95 0.79
O -1.37 -0.34 -1.55
S -0.84 0.70 -1.07
O 2.64 2.11 1.25
O -0.38 -1.39 3.16

Its HOMO-LUMO gap is 8.6 eV. For the total energy, the calculation gives -182271.1607 eV. The LUMO energy comes out at 0.2 eV. Its largest force on an atom is 4.407 eV/A. Its charge is 0.

Entry 2:
DFT (ωB97M-V/def2-TZVPD) results for C6H10 in the gas phase at a distorted geometry.

Element x y z (Å)
C1 2.068808 -0.240119 0.902890
C2 0.812461 -0.726371 0.309613
C3 -0.167698 0.943833 -0.558272
C4 -0.383351 0.041435 0.691468
C5 -1.605940 -0.574909 -0.009868
C6 -1.011967 -0.162508 -1.361706
H1 2.064233 0.743601 1.395232
H2 2.902132 -0.303167 0.195370
H3 2.269309 -1.016991 1.656044
H4 0.842284 1.323382 -0.748498
H5 -0.780742 1.844630 -0.585762
H6 -0.461564 0.485856 1.693798
H7 -1.758431 -1.640844 0.158149
H8 -2.538106 -0.046157 0.185514
H9 -1.677047 0.349189 -2.042629
H10 -0.574384 -1.020865 -1.881347

Forces on atoms 1 to 6 (eV/Å):
C 0.09 0.08 0.17
C 0.16 0.04 0.55
C -0.24 -0.49 -1.21
C 0.21 -0.43 0.34
C -0.25 -0.10 0.18
C 0.01 0.89 -0.42

Its HOMO-LUMO gap is 8.6 eV. For the total energy, the calculation gives -6379.4231 eV. The LUMO energy comes out at 0.7 eV. Its largest force on an atom is 1.331 eV/A. The energy above the lowest of the compared OMol25 structures with the same formula, charge and spin comes out at 428.0 kJ/mol. Its charge is 0.